1.
Entry from OMol25: a structure of composition C32H48IrN6O3P4 at a distorted geometry (the ωB97M-V functional and the def2-TZVPD basis).

Calculated values
LUMO level (spin up / spin down): -0.34956 / -0.35989 hartree
Energy relative to the best compared isomer or geometry (same formula, charge and spin): 46.93 kcal per mole
Gap between HOMO and LUMO (spin up / spin down): 6.632 / 6.537 eV
HOMO energy (spin up / spin down): -16.14 / -16.33 eV
Charge: +3
Largest force on an atom: 3.148 eV Å⁻¹

```
94
Properties=species:S:1:pos:R:3:forces:R:3
Ir 0.4465 0.2218 -0.6173 -2.7 0.1 -1.6
C -1.5118 1.9437 2.3994 0.0 -0.1 0.1
N -2.6402 1.1466 1.8919 0.0 0.3 -0.1
C -3.9408 1.8344 1.9037 0.0 0.0 0.0
P -2.4367 -0.2518 1.1224 0.2 0.4 0.0
O -0.9807 -0.5253 0.7657 0.0 -0.1 0.1
O -3.3154 -0.1230 -0.2435 0.2 -0.3 0.1
P -2.7581 0.6249 -1.5542 0.2 0.0 -0.1
O -1.3885 1.1962 -1.2082 0.0 0.0 -0.1
N -3.8204 1.7625 -1.9155 -0.2 0.4 0.1
C -5.2331 1.7629 -1.5042 0.1 0.0 0.0
C -3.3921 2.9295 -2.7082 0.0 -0.1 0.0
N -2.6877 -0.4835 -2.7540 0.0 -0.2 0.1
C -3.9625 -0.8773 -3.3955 0.0 0.2 -0.1
C -1.7955 -1.6455 -2.6343 0.0 -0.1 0.0
N -3.0419 -1.5020 1.9223 0.0 -0.4 0.2
C -4.1901 -1.3807 2.8357 0.1 0.0 0.0
C -2.8102 -2.8669 1.4214 -0.1 0.0 -0.1
H -1.7477 2.9966 2.2514 0.0 0.0 0.0
H -0.5952 1.7206 1.8566 0.0 0.0 0.0
H -1.3454 1.7724 3.4636 0.0 0.0 0.0
H -4.1874 2.1444 2.9184 0.0 0.0 0.0
H -4.7332 1.1798 1.5474 0.0 0.0 0.0
H -3.9015 2.7180 1.2636 0.0 0.0 0.0
H -5.4618 0.8875 -0.9026 0.0 0.0 0.0
H -5.8735 1.7556 -2.3865 0.0 0.0 0.0
H -5.4520 2.6597 -0.9244 0.0 0.0 0.0
H -2.5395 2.6809 -3.3389 0.0 0.0 0.0
H -3.1286 3.7666 -2.0621 0.0 0.0 0.0
H -4.2106 3.2282 -3.3603 0.0 0.0 0.0
H -4.5918 -0.0078 -3.5598 0.0 0.0 0.0
H -4.4985 -1.6094 -2.7867 0.0 0.0 0.0
H -3.7401 -1.3215 -4.3638 0.0 0.0 0.0
H -0.9534 -1.4491 -1.9701 0.0 0.1 0.0
H -1.4037 -1.9127 -3.6168 -0.1 0.0 0.0
H -2.3319 -2.5106 -2.2355 0.0 0.0 0.0
H -4.1687 -0.4252 3.3522 0.0 0.0 0.0
H -4.1169 -2.1694 3.5820 0.0 0.0 0.0
H -5.1369 -1.4921 2.3039 0.0 0.0 0.0
H -1.9149 -2.9005 0.8040 0.0 0.0 0.0
H -3.6625 -3.2223 0.8386 0.0 0.0 0.0
H -2.6720 -3.5321 2.2729 0.0 0.0 0.0
N 3.1430 -0.5960 0.2406 0.4 -0.5 -0.3
P 1.6414 -1.1930 0.7543 0.9 -0.3 -0.4
C 1.6864 -1.0087 2.5418 -0.4 0.1 0.1
C 0.5951 -0.7128 3.3569 0.1 -0.1 0.1
C 0.7657 -0.6326 4.7323 0.0 0.0 0.0
C 2.0149 -0.8404 5.2958 0.0 0.0 0.0
C 3.1033 -1.1433 4.4863 0.0 0.0 0.0
C 2.9447 -1.2308 3.1145 0.0 0.0 0.0
C 1.6090 -2.9281 0.3797 -0.3 -0.1 0.1
C 0.8446 -3.7679 1.1953 0.1 0.0 0.0
C 0.8909 -5.1381 0.9972 0.0 0.0 0.0
C 1.6939 -5.6675 -0.0048 0.0 0.0 0.0
C 2.4316 -4.8319 -0.8348 0.0 0.0 0.0
C 2.3804 -3.4596 -0.6564 -0.1 0.0 0.0
P 2.6511 0.5579 -0.8405 0.2 1.1 2.0
C 3.8951 0.7692 -2.0669 -0.5 -0.1 -0.7
C 4.7546 1.8689 -1.9449 0.1 -0.2 -0.1
C 5.8004 1.9902 -2.8456 0.0 0.0 0.0
C 5.9602 1.0604 -3.8653 0.0 0.0 0.0
C 5.0887 -0.0170 -3.9973 0.0 0.0 0.0
C 4.0465 -0.1663 -3.1015 0.1 0.0 0.0
C 2.3542 2.1153 0.0153 0.7 0.6 0.0
C 2.5462 2.2383 1.3979 0.0 -0.1 -0.2
C 2.3489 3.4658 2.0134 -0.1 0.0 0.0
C 1.9790 4.5728 1.2629 0.0 0.0 0.0
C 1.7952 4.4649 -0.1148 -0.1 0.0 0.1
C 1.9711 3.2450 -0.7349 0.1 -0.2 0.1
H 3.9967 -1.1375 0.1692 0.1 0.2 0.2
H -0.3783 -0.5595 2.9279 0.0 0.0 0.0
H -0.0821 -0.4094 5.3668 0.0 0.0 0.0
H 2.1456 -0.7692 6.3675 0.0 0.0 0.0
H 4.0782 -1.3096 4.9243 0.0 0.0 0.0
H 3.8058 -1.4746 2.5054 0.0 0.0 0.0
H 0.2422 -3.3571 1.9971 0.1 0.0 0.0
H 0.3149 -5.7955 1.6345 0.0 0.0 0.0
H 1.7489 -6.7397 -0.1386 0.0 0.0 0.0
H 3.0485 -5.2519 -1.6175 0.0 0.0 0.0
H 2.9396 -2.8160 -1.3256 0.1 0.0 0.1
H 4.6279 2.5958 -1.1548 0.0 0.0 0.0
H 6.4901 2.8183 -2.7533 0.0 0.0 0.0
H 6.7728 1.1789 -4.5704 0.0 0.0 0.0
H 5.2223 -0.7297 -4.7997 0.0 0.0 0.0
H 3.3629 -1.0031 -3.2008 0.0 0.0 0.0
H 2.8848 1.3918 1.9814 0.0 0.0 0.0
H 2.5068 3.5608 3.0797 0.0 0.0 0.0
H 1.8456 5.5318 1.7469 0.0 0.0 0.0
H 1.5343 5.3382 -0.6976 0.0 0.0 0.0
H 1.8547 3.1781 -1.8112 0.1 0.0 0.0
N 0.5216 0.8997 -2.7694 0.6 -0.5 0.4
H 0.1285 1.8353 -2.7144 0.0 0.0 0.1
H -0.1234 0.3362 -3.3200 0.0 -0.1 0.1
H 1.4020 0.9496 -3.2786 0.0 -0.1 0.0
```
Forces are in eV/Å.

Atom charges from the Mulliken analysis, given in e for atoms 1 to 4:
1 Ir 3.7263
2 C -0.9197
3 N 0.6406
4 C -1.2192


2.
Entry from OMol25: a cluster of 2 separate species, C4H10N3 in total at a distorted geometry (the ωB97M-V functional and the def2-TZVPD basis).

Calculated values
LUMO level: -0.12369 hartree
Energy relative to the best compared isomer or geometry (same formula, charge and spin): 73.96 kcal per mole
Gap between HOMO and LUMO: 10.039 eV
HOMO energy: -13.40 eV
Charge: +1
Largest force on an atom: 4.518 eV Å⁻¹

```
17
Properties=species:S:1:pos:R:3:forces:R:3
C 1.3244 0.8005 -2.4899 -1.6 -1.2 -1.8
C 0.7133 1.7174 -1.7863 1.4 1.5 2.5
C -0.1713 0.6503 1.0114 -2.2 1.1 -2.1
C -0.6889 1.5917 -1.2587 1.9 -4.0 -0.6
N -0.6772 1.2836 0.1439 1.1 -0.9 1.4
N -0.0204 -0.1756 1.9320 0.3 -0.9 -2.3
N -0.5626 -2.6011 1.9591 -1.3 0.0 2.0
H 2.3027 1.0143 -2.8446 0.8 -0.4 -0.1
H 0.7230 -0.0471 -2.9560 1.0 1.0 0.6
H 1.4056 2.4972 -1.2742 -1.6 -0.9 -1.1
H -1.0940 0.5746 -1.6995 0.0 2.6 0.3
H -1.1887 2.4760 -1.3598 -2.0 1.9 -0.8
H -0.4155 -1.4969 1.9421 0.5 0.6 1.0
H -1.5894 -2.6808 2.0771 0.9 -0.7 -1.1
H -0.0425 -2.7182 1.1357 -0.2 -1.4 -2.1
H 0.0741 0.2341 2.7743 0.9 1.5 3.8
H -0.0926 -3.1199 2.6934 0.0 0.2 0.3
```
Forces are in eV/Å.

Atom charges from the Mulliken analysis, given in e for atoms 1 to 4:
1 C -0.6870
2 C -0.0018
3 C 0.4864
4 C -0.3804


3.
Entry from OMol25: a cluster of 12 separate species, C48H96O24 in total at a distorted geometry (the ωB97M-V functional and the def2-TZVPD basis).

Calculated values
LUMO level: 0.01239 hartree
Energy relative to the best compared isomer or geometry (same formula, charge and spin): 27.58 kcal per mole
Gap between HOMO and LUMO: 10.279 eV
SMILES: CCOC(C)=O.CCOC(C)=O.CCOC(C)=O.CCOC(C)=O.CCOC(C)=O.CCOC(C)=O.CCOC(C)=O.CCOC(C)=O.CCOC(C)=O.CCOC(C)=O.CCOC(C)=O.CCOC(C)=O
HOMO energy: -9.94 eV
Charge: 0
Largest force on an atom: 4.363 eV Å⁻¹

```
168
Properties=species:S:1:pos:R:3:forces:R:3
C -4.3985 -6.5467 -3.4920 -0.3 -0.3 1.7
C -4.5472 -5.1504 -2.8818 -1.2 -1.2 0.1
O -3.9531 -4.2368 -3.7576 1.4 0.8 0.2
C -2.7108 -3.8449 -3.3854 -0.5 2.7 -2.2
C -2.1905 -2.8118 -4.3868 -1.3 0.3 -0.6
O -2.1500 -4.1147 -2.3818 0.7 -1.1 1.5
H -4.8862 -7.2209 -2.7646 -0.3 0.0 -0.6
H -3.3585 -6.8900 -3.4220 -0.1 0.4 -0.6
H -4.8407 -6.6192 -4.4881 0.2 -0.1 0.2
H -5.5999 -4.8258 -2.8195 0.3 -0.4 0.0
H -4.1138 -5.1331 -1.8739 0.0 0.2 -0.4
H -2.6203 -1.7873 -4.2629 0.5 -0.7 0.8
H -2.6434 -3.0120 -5.3476 0.1 -0.5 -0.5
H -1.1210 -2.7855 -4.4888 0.4 0.0 0.3
C -3.8091 -0.0419 -1.6616 -0.6 -1.3 1.8
C -3.0843 0.8556 -2.5643 -0.7 1.3 -1.0
O -3.6605 0.7662 -3.9185 0.0 0.7 0.7
C -4.8449 1.3942 -4.1177 -0.7 -0.5 -0.2
C -5.2743 1.1586 -5.5655 -0.5 0.0 1.1
O -5.4774 2.0252 -3.3005 0.9 -0.4 -0.3
H -4.8457 0.2620 -1.4188 0.6 0.1 -0.4
H -3.2502 -0.0358 -0.6925 -0.4 -0.4 -0.7
H -3.8686 -1.0685 -2.0729 0.2 0.4 0.3
H -3.1536 1.8961 -2.1776 0.1 -0.5 -0.6
H -2.0577 0.5577 -2.7025 0.4 0.0 0.0
H -4.7019 1.9004 -6.0808 0.4 0.3 -0.9
H -6.3492 1.3992 -5.7033 0.7 -0.4 0.2
H -4.9868 0.1424 -5.8728 -0.2 0.5 -0.1
C -1.8599 4.2915 5.0220 -0.2 1.6 0.4
C -2.8443 5.2509 5.7865 1.1 -1.7 -0.7
O -2.0075 6.2152 6.4549 -0.3 -0.7 -0.4
C -2.5964 6.9336 7.3897 -3.2 0.8 1.0
C -1.5964 7.8332 8.0484 0.4 0.8 0.5
O -3.8233 6.9081 7.6294 3.2 -0.1 -0.5
H -1.3333 3.5898 5.6987 -0.3 0.4 -0.4
H -1.1416 4.9829 4.5262 -0.2 -0.8 0.2
H -2.4260 3.7661 4.2572 0.1 -0.2 0.0
H -3.5094 5.7329 5.0572 0.1 0.0 0.5
H -3.3700 4.6318 6.5221 -0.3 0.6 -0.1
H -1.6076 8.8281 7.5804 0.0 -0.4 -0.3
H -0.5839 7.4215 7.9557 -0.3 0.1 0.1
H -1.8214 8.0850 9.0918 -0.2 -0.6 -0.2
C -2.4847 -4.0086 1.8116 -0.7 1.6 1.1
C -2.5787 -2.7312 2.7442 2.3 -0.8 -1.6
O -1.4073 -2.7337 3.6576 -1.0 -0.3 -0.4
C -0.9191 -1.5550 4.0887 -0.3 -0.7 -0.2
C 0.2655 -1.7534 4.9862 0.9 -0.6 0.3
O -1.3746 -0.4913 3.7616 0.0 0.3 0.0
H -2.6769 -4.9002 2.3745 0.3 -0.6 0.4
H -1.5206 -4.0436 1.3202 0.0 0.0 -0.1
H -3.3022 -3.9406 1.0871 0.3 0.1 -0.1
H -2.4645 -1.8547 2.0935 -0.3 0.0 0.4
H -3.4902 -2.7114 3.2922 -0.6 0.1 0.6
H 0.0792 -1.3808 5.9885 -0.3 0.1 0.1
H 1.0679 -1.1143 4.6199 0.1 0.0 -0.2
H 0.6465 -2.8051 5.0771 -0.6 1.0 -0.3
C 1.4192 2.5878 3.9231 -1.6 0.4 -0.6
C 2.3748 2.8033 5.0398 -1.2 1.3 1.2
O 3.1424 1.6472 5.1689 1.5 -0.6 -0.1
C 2.8711 0.7175 6.1007 -0.1 -0.6 -0.7
C 3.8340 -0.4403 5.9264 -0.1 0.2 0.6
O 1.9886 0.7703 6.9153 0.1 0.2 -0.1
H 1.9235 2.6077 2.9964 0.6 0.2 -1.4
H 0.5824 3.3594 3.8967 1.0 -1.1 0.1
H 1.0072 1.5708 3.9797 -0.3 0.4 0.3
H 3.0586 3.7168 4.8984 -1.1 -1.4 0.5
H 1.6931 2.8281 5.9141 0.9 0.8 0.1
H 4.7420 -0.1020 6.4303 0.1 -0.4 0.3
H 4.1456 -0.6321 4.9019 -0.4 0.1 -0.1
H 3.3925 -1.3277 6.3977 0.4 0.3 -0.1
C 0.8986 -5.6948 -4.6854 0.3 -0.5 -2.1
C 2.2827 -5.1406 -5.0534 -0.6 0.0 -0.3
O 2.1414 -4.1961 -6.1308 0.2 -0.4 -0.3
C 1.7331 -2.9837 -5.7779 -0.7 -0.9 -2.5
C 1.6732 -2.1372 -7.0306 -0.8 0.5 0.7
O 1.3514 -2.7248 -4.6841 -0.2 1.1 1.6
H 0.8206 -6.5059 -3.9978 0.5 -0.3 1.0
H 0.4263 -6.1323 -5.5883 0.3 0.4 0.1
H 0.2984 -4.8679 -4.3977 -0.6 0.6 0.6
H 2.6483 -4.5162 -4.2526 0.6 -0.6 0.6
H 2.9877 -5.8277 -5.5241 0.0 -0.3 0.9
H 2.4642 -1.4202 -6.9021 0.5 0.4 -0.4
H 0.7288 -1.5519 -6.9744 0.6 -0.5 -0.3
H 1.7783 -2.7319 -7.9548 -0.1 0.4 0.6
C 3.9282 -4.2539 -1.3705 0.5 0.6 -0.2
C 3.8445 -3.0533 -0.4468 -0.2 0.0 0.4
O 5.1439 -2.4255 -0.1796 -1.1 -0.5 -0.1
C 5.9600 -2.9868 0.7132 0.1 -1.8 0.6
C 7.2608 -2.2816 0.7561 0.5 0.7 0.2
O 5.7505 -3.9968 1.3716 -0.5 1.2 -0.9
H 2.9097 -4.5312 -1.6193 -0.1 0.0 -0.4
H 4.4336 -5.1589 -1.0311 0.0 0.3 0.6
H 4.5034 -3.8986 -2.2217 -0.3 -0.2 -0.6
H 3.2419 -2.2415 -0.8837 0.4 -0.4 -0.1
H 3.3033 -3.3260 0.4549 0.4 0.1 0.4
H 7.0946 -1.2643 1.1681 0.3 -0.6 -0.1
H 7.6259 -2.1440 -0.2688 0.1 -0.1 0.3
H 7.9475 -2.8886 1.3674 -0.2 0.6 -0.3
C 1.2402 0.6852 -4.0778 0.1 0.6 -0.5
C 1.4531 1.5013 -2.8083 -0.9 -1.4 -0.8
O 2.2141 0.6455 -1.9174 0.1 1.2 0.3
C 2.6276 1.3626 -0.8446 -0.8 1.1 -0.1
C 3.4726 0.5690 0.0736 0.1 -0.7 0.4
O 2.2859 2.5316 -0.7072 0.7 -1.3 0.3
H 0.6530 -0.2066 -3.9234 -0.2 -0.3 0.4
H 2.1553 0.3431 -4.5415 0.5 0.1 0.0
H 0.7046 1.2627 -4.8362 0.0 0.2 0.1
H 1.9002 2.4897 -2.9044 0.2 -0.3 -0.2
H 0.4604 1.6365 -2.3885 -0.1 0.2 0.4
H 2.9262 -0.3027 0.4883 0.2 0.7 -0.3
H 3.8473 1.1889 0.8735 0.0 0.2 0.2
H 4.3121 0.1633 -0.4770 0.2 -0.1 -0.2
C -1.6509 1.7485 1.1427 0.7 1.6 -1.2
C -0.4035 0.9885 0.8664 -0.7 0.5 0.2
O -0.6489 0.0996 -0.2126 0.1 -0.5 -0.5
C 0.1980 -0.9417 -0.2144 -2.3 -0.5 -3.6
C -0.0075 -1.8135 -1.4878 -0.1 0.4 1.5
O 0.9541 -1.1819 0.6514 1.9 -0.7 1.9
H -2.3731 1.1187 1.5289 -1.6 -1.2 1.2
H -2.0607 2.1608 0.2276 -0.1 0.2 -0.4
H -1.4683 2.6077 1.7780 0.1 0.0 0.4
H 0.3762 1.6405 0.5174 0.7 0.3 0.5
H -0.1974 0.3788 1.7217 0.8 0.1 0.6
H 0.9118 -1.8060 -2.0629 0.2 -0.4 0.1
H -0.8081 -1.4706 -2.1291 -0.2 0.3 0.0
H -0.3162 -2.7916 -1.1016 0.5 -0.1 -0.4
C 1.1371 -7.0282 -0.9240 0.4 -0.3 -0.1
C 0.3607 -5.7473 -0.7153 0.2 -1.1 0.2
O 0.9532 -4.9322 0.2771 -0.1 0.7 0.8
C 0.6968 -5.2661 1.5665 0.1 -0.6 0.4
C 1.1904 -4.2352 2.5248 1.0 -1.4 0.7
O 0.1639 -6.2955 1.9020 -0.1 0.2 -0.4
H 2.1839 -6.8512 -1.1569 0.1 0.2 -0.5
H 0.6352 -7.5364 -1.7343 0.1 -0.4 -0.5
H 1.1883 -7.7363 -0.0969 -0.5 0.4 0.3
H 0.3497 -5.1496 -1.6241 -0.1 0.0 0.0
H -0.6435 -6.0419 -0.4181 -0.2 0.4 0.0
H 2.2386 -4.0744 2.2945 0.4 -0.2 0.2
H 1.0743 -4.5828 3.5870 -0.1 0.5 -1.2
H 0.7678 -3.3068 2.2825 -1.0 1.3 0.1
C 1.7210 5.3539 1.6750 0.0 0.3 0.0
C 3.1819 5.5051 1.2853 -1.8 1.4 -1.1
O 3.2345 5.8464 -0.1928 0.1 -0.9 2.1
C 3.1143 7.1225 -0.4686 0.0 2.2 0.5
C 3.3224 7.3473 -1.9841 0.3 -0.6 2.0
O 2.9501 8.0148 0.3766 0.2 -1.7 -1.7
H 1.2637 6.3451 1.6103 -0.2 -0.3 -0.1
H 1.5367 4.9546 2.6722 0.5 0.3 0.2
H 1.2292 4.6486 1.0333 -0.3 -0.2 -0.6
H 3.5715 6.3364 1.8627 0.6 -0.1 -0.2
H 3.7159 4.6104 1.3361 1.0 -1.3 0.2
H 2.3780 7.1890 -2.4954 0.2 0.0 -0.3
H 4.1189 6.6335 -2.2394 -0.5 0.2 -0.5
H 3.6881 8.3500 -2.0264 0.0 0.7 -0.6
C -4.9601 3.7364 0.0569 -0.7 0.0 -0.3
C -4.6135 4.8416 -0.9523 0.4 0.4 0.1
O -3.4606 4.5276 -1.8093 1.0 -0.1 0.8
C -2.2149 4.9084 -1.3088 -1.5 0.5 0.5
C -1.0802 4.4520 -2.1989 -0.7 -0.4 -0.5
O -2.1305 5.5568 -0.2899 0.4 -0.6 -0.7
H -5.9803 3.8873 0.5018 1.0 0.4 -0.3
H -4.2254 3.6644 0.8684 -0.2 -0.2 -0.3
H -5.1244 2.7954 -0.5088 0.7 0.3 0.4
H -5.4335 4.8983 -1.6514 -0.1 0.2 -0.3
H -4.4055 5.8441 -0.5152 -0.4 -0.8 -0.1
H -0.0881 4.5595 -1.6856 -1.0 0.2 -0.8
H -1.2443 4.9600 -3.2024 0.7 -0.4 1.3
H -1.2961 3.3834 -2.4151 0.4 0.5 0.1
```
Forces are in eV/Å.

Atom charges from the Mulliken analysis, given in e for atoms 1 to 4:
1 C -1.1491
2 C 0.0043
3 O -0.3568
4 C 0.6615


Q: The highest largest force on an atom belongs to which entry?
A: C4H10N3


Q: Which value of charge does entry 1 give?
A: +3